No. 1
{"formula": "C5H14N4", "method": "ωB97M-V/def2-TZVPD", "species": ["C", "C", "N", "N", "N", "H", "H", "H", "H", "H", "H", "H", "C", "C", "C", "N", "H", "H", "H", "H", "H", "H", "H"], "xyz": [[-2.262, -0.060, 0.302], [-1.014, -1.997, 0.980], [-1.053, -0.548, 0.924], [-0.132, 0.111, -1.428], [-0.208, 1.308, -1.713], [-1.157, 1.545, -2.040], [-3.103, -0.250, 0.983], [-2.517, -0.561, -0.642], [-2.236, 1.027, 0.170], [-1.853, -2.357, 1.591], [-0.102, -2.326, 1.481], [-1.068, -2.468, -0.011], [0.795, 1.376, 1.152], [2.376, 0.301, -1.149], [1.088, -0.300, -0.588], [0.730, -0.009, 0.764], [1.143, -1.384, -0.714], [0.147, 2.026, 0.540], [0.503, 1.472, 2.201], [1.813, 1.779, 1.077], [3.206, 0.076, -0.474], [2.306, 1.382, -1.284], [2.598, -0.143, -2.123]], "forces_ev_per_a": [[0.316, 0.495, -0.458], [0.514, 0.354, -0.041], [2.310, 0.024, 1.748], [-0.235, 0.113, -0.108], [0.885, -0.111, 0.719], [0.048, -0.557, -0.393], [0.285, -0.047, 0.228], [0.184, 0.191, -0.146], [0.058, -0.155, -0.103], [-0.007, 0.162, -0.186], [-0.026, 0.095, -0.085], [-0.069, -0.087, -0.054], [-0.694, 0.573, 0.139], [0.068, 0.100, 0.509], [-0.510, 0.410, -1.900], [-2.729, -0.970, 0.018], [-0.185, 0.081, 0.139], [0.162, -0.039, 0.144], [-0.084, -0.157, -0.155], [-0.073, -0.410, -0.177], [-0.013, 0.045, -0.083], [-0.076, -0.078, 0.096], [-0.131, -0.033, 0.150]], "lowdin_charge": [-0.174, -0.156, -0.149, -0.019, 0.067, 0.063, 0.084, 0.068, 0.065, 0.082, 0.075, 0.072, -0.132, -0.065, -0.430, -0.016, 0.118, 0.063, 0.080, 0.086, 0.080, 0.061, 0.077], "multiplicity": 1, "e_tot_ev": -11367.6305, "max_force_ev_per_a": 2.897, "e_above_lowest_ev": 4.783}

No. 2
{"formula": "C5H14N4", "method": "ωB97M-V/def2-TZVPD", "species": ["C", "C", "C", "C", "N", "C", "N", "N", "N", "H", "H", "H", "H", "H", "H", "H", "H", "H", "H", "H", "H", "H", "H"], "xyz": [[-2.724, 0.906, -0.121], [-2.171, -0.464, 0.330], [-0.797, -0.583, -0.231], [0.295, 0.011, 0.608], [1.355, 0.564, -0.019], [2.145, 1.643, 0.576], [1.895, 0.005, -1.063], [0.103, -1.544, 0.403], [1.019, -2.342, -0.045], [-2.005, 1.560, 0.075], [-3.659, 1.152, 0.438], [-2.881, 0.964, -1.166], [-2.719, -1.268, -0.121], [-2.243, -0.698, 1.358], [-0.787, -0.461, -1.316], [0.110, 0.401, 1.606], [1.696, 2.028, 1.500], [3.133, 1.297, 0.855], [2.211, 2.453, -0.299], [1.219, -0.540, -1.663], [2.564, 0.475, -1.703], [1.613, -2.640, 0.822], [0.628, -2.920, -0.824]], "forces_ev_per_a": [[-2.897, -2.930, 1.086], [-0.765, 0.249, -1.414], [0.183, -1.274, -0.189], [-0.159, 0.125, 0.190], [1.305, 0.869, 0.691], [0.213, 2.121, -1.347], [-1.178, -1.785, -3.261], [-0.931, 1.567, 1.253], [0.002, -0.400, 0.987], [2.789, 3.425, 1.172], [0.816, -0.127, -0.586], [-0.485, -0.264, -1.081], [-0.532, -0.514, -0.496], [0.260, 0.267, 1.360], [0.247, -0.067, 0.030], [-0.193, -0.102, -0.234], [-0.260, 0.003, -0.581], [0.286, -0.213, -0.272], [-0.034, -1.458, 2.264], [1.149, 0.729, 0.958], [-0.211, 0.267, 1.260], [-0.910, -0.277, -2.619], [1.305, -0.212, 0.828]], "lowdin_charge": [-0.021, -0.150, -0.171, -0.075, -0.142, 0.063, 0.211, 0.030, 0.192, 0.022, 0.129, 0.086, 0.132, 0.125, 0.176, 0.195, 0.120, 0.117, 0.179, 0.159, 0.196, 0.233, 0.194], "multiplicity": 1, "e_tot_ev": -11349.5973, "max_force_ev_per_a": 4.570, "smiles": "CC[C@H]1[C@H]([N+](C)=[NH2+])N1N", "total_charge": 2, "e_above_lowest_ev": 6.571}

No. 3
{"formula": "C5H14N4O", "method": "ωB97M-V/def2-TZVPD", "species": ["C", "N", "C", "C", "O", "H", "H", "H", "H", "H", "H", "H", "C", "N", "N", "N", "C", "H", "H", "H", "H", "H", "H", "H"], "xyz": [[-1.433, 0.585, -1.661], [-1.019, -0.324, -0.588], [0.547, -0.685, -0.436], [1.342, -0.751, -1.591], [-1.814, -1.514, -0.654], [-1.347, -2.060, -1.310], [0.526, -1.631, 0.109], [-2.491, 0.812, -1.530], [-1.263, 0.123, -2.635], [-0.830, 1.487, -1.570], [1.406, 0.086, -2.274], [2.015, -1.579, -1.752], [0.727, 0.428, 0.762], [1.223, 1.651, 0.177], [1.612, -0.029, 1.829], [-1.263, -0.088, 2.172], [-0.716, 0.579, 1.120], [1.193, -0.708, 2.458], [2.384, -0.528, 1.387], [1.584, 2.259, 0.905], [1.988, 1.401, -0.451], [-2.265, -0.022, 2.278], [-0.915, -1.016, 2.364], [-1.189, 1.525, 0.889]], "forces_ev_per_a": [[0.243, -0.217, 0.173], [0.203, -0.080, 0.958], [-0.221, 0.553, 0.439], [0.054, 0.059, -0.135], [0.160, 0.663, 0.152], [0.112, 0.070, 0.029], [-0.089, -0.027, 0.022], [0.048, -0.008, -0.020], [0.033, 0.023, 0.025], [0.004, 0.025, -0.037], [0.094, 0.116, 0.019], [-0.147, -0.104, -0.033], [0.317, -0.180, -0.597], [-0.146, -0.068, -0.065], [-0.120, -0.174, 0.105], [0.008, -0.040, -0.226], [-0.512, -0.874, -0.550], [-0.145, 0.103, -0.057], [0.029, 0.175, -0.078], [0.070, -0.071, -0.042], [-0.094, -0.023, -0.029], [0.073, 0.030, 0.007], [0.025, 0.053, -0.016], [0.002, -0.003, -0.045]], "lowdin_charge": [-0.048, -0.213, -0.344, -0.096, -0.033, 0.101, 0.121, 0.090, 0.086, 0.085, 0.006, -0.006, -0.561, 0.076, 0.084, 0.125, -0.104, 0.056, 0.081, 0.080, 0.066, 0.109, 0.102, 0.137], "multiplicity": 1, "e_tot_ev": -13415.0337, "max_force_ev_per_a": 1.153, "e_above_lowest_ev": 5.555}

No. 4
{"formula": "C5H14N4O7Zn", "method": "ωB97M-V/def2-TZVPD", "species": ["Zn", "C", "O", "O", "O", "C", "O", "N", "N", "H", "H", "H", "H", "C", "O", "N", "N", "H", "H", "H", "H", "C", "C", "O", "O", "H", "H", "H", "H", "H", "H"], "xyz": [[0.658, 0.597, 0.309], [1.034, 2.721, -0.847], [1.941, 1.792, -0.654], [-0.131, 2.330, -0.461], [1.341, 3.877, -1.216], [-2.545, -0.021, 0.253], [-1.374, -0.043, 0.622], [-3.425, 0.940, 0.662], [-3.085, -0.855, -0.657], [-3.040, 1.696, 1.204], [-4.266, 1.131, 0.155], [-2.540, -1.644, -0.946], [-3.953, -0.645, -1.105], [0.524, -1.148, -2.523], [0.588, -0.709, -1.374], [-0.646, -1.469, -3.112], [1.617, -1.416, -3.279], [-0.607, -1.924, -4.005], [-1.527, -1.436, -2.647], [1.586, -1.855, -4.175], [2.476, -1.154, -2.821], [2.297, -0.470, 2.502], [1.115, 0.219, 3.232], [0.641, 1.260, 2.383], [1.797, -0.930, 1.244], [2.661, -1.325, 3.072], [3.053, 0.311, 2.417], [1.351, 0.465, 4.266], [0.309, -0.523, 3.242], [0.512, 2.088, 2.851], [1.640, -1.864, 1.410]], "forces_ev_per_a": [[-0.269, 1.512, -1.703], [1.481, 2.038, 0.369], [1.274, -1.257, 0.278], [-2.111, -0.424, 0.448], [-0.661, -1.060, -0.169], [0.069, 1.881, -0.265], [-0.611, -1.026, 0.634], [0.478, 0.015, 0.701], [0.380, -1.008, -0.334], [0.105, 0.032, -0.231], [-0.105, -0.022, -0.054], [-0.078, -0.032, 0.014], [-0.153, -0.155, -0.014], [-0.046, -0.037, 0.881], [0.019, -0.705, -0.751], [-0.278, -0.410, -0.938], [0.290, 0.441, 0.994], [-0.273, 0.051, -0.046], [0.012, 0.346, 0.251], [0.128, 0.063, -0.121], [0.156, -0.046, -0.438], [-0.859, 1.168, 1.263], [-0.161, -1.515, -0.667], [0.428, -0.154, 0.775], [0.678, -0.105, 0.469], [0.152, 0.169, 0.109], [0.277, -0.382, -0.677], [0.093, 0.545, -0.152], [-0.066, -0.025, 0.342], [0.057, 0.162, -0.278], [-0.407, -0.057, -0.689]], "lowdin_charge": [0.711, -0.933, -0.170, -0.150, -0.061, -0.614, 0.011, 0.179, 0.173, 0.118, 0.099, 0.095, 0.106, -0.609, 0.015, 0.178, 0.182, 0.102, 0.073, 0.101, 0.125, -0.174, -0.193, -0.060, -0.065, 0.128, 0.136, 0.129, 0.119, 0.129, 0.119], "multiplicity": 1, "e_tot_ev": -74124.7248, "max_force_ev_per_a": 2.546, "e_above_lowest_ev": 0.000}

No. 5
{"formula": "C5H14N5", "method": "ωB97M-V/def2-TZVPD", "species": ["H", "N", "C", "N", "C", "C", "N", "N", "C", "N", "C", "H", "H", "H", "H", "H", "H", "H", "H", "H", "H", "H", "H", "H"], "xyz": [[-0.980, -1.705, 2.935], [-0.611, -1.125, 2.208], [0.284, -1.521, 1.452], [0.857, -0.649, 0.557], [2.284, -0.667, 0.223], [0.262, 0.629, 0.336], [0.917, 1.746, 0.621], [-0.956, 0.670, -0.227], [-1.684, 1.890, -0.082], [-1.704, -0.349, -0.806], [-1.007, -1.069, -1.955], [0.793, -2.446, 1.694], [2.412, 0.174, -0.492], [2.560, -1.534, -0.463], [2.870, -0.613, 1.186], [0.409, 2.478, 0.253], [1.796, 1.685, 1.056], [-1.795, 2.110, 1.087], [-1.096, 2.721, -0.499], [-2.583, 1.811, -0.589], [-2.186, -1.029, -0.155], [-0.869, -0.380, -2.718], [-0.217, -1.702, -1.530], [-1.859, -1.777, -2.431]], "forces_ev_per_a": [[0.136, -0.765, 0.032], [-2.005, 1.839, 0.198], [0.926, -0.734, 1.643], [0.127, 2.220, -1.863], [0.488, -0.738, -0.715], [-0.695, -3.419, -0.004], [-1.324, -2.881, -0.291], [0.736, -0.100, 0.890], [1.600, 1.829, 3.340], [0.018, -2.140, -0.799], [-3.781, -2.486, 1.973], [0.485, -0.356, -0.976], [0.474, -0.326, 0.921], [-0.350, 0.632, 1.449], [-0.062, -0.040, -1.417], [0.087, 2.818, -0.242], [0.970, 0.616, 0.477], [-0.181, -0.342, -2.510], [-0.513, 0.062, -0.156], [-1.698, -0.077, -0.709], [1.210, 1.361, -0.444], [1.202, 1.222, -1.190], [0.186, 0.404, -0.943], [1.964, 1.401, 1.338]], "lowdin_charge": [0.068, 0.141, -0.262, -0.095, -0.031, -0.284, 0.273, -0.133, -0.004, -0.053, -0.041, 0.144, 0.100, 0.120, 0.118, 0.075, 0.130, 0.164, 0.092, 0.077, 0.149, 0.048, 0.062, 0.140], "multiplicity": 1, "e_tot_ev": -12853.7578, "max_force_ev_per_a": 4.936, "smiles": "[H]/N=C/N(C)C(=[NH2+])N(C)NC", "total_charge": 1, "e_above_lowest_ev": 1.672}